1.
78
Properties=species:S:1:pos:R:3:forces:R:3:lowdin_charge:R:1 method="wB97M-V/def2-TZVPD" largest_force_ev_per_a=0.21 e_lumo_ha=-0.46299 total_charge=+4 homo_lumo_gap_ev=7.056 e_above_lowest_ev=0.3304
Ti 0.020 -0.136 0.074 0.04 0.09 -0.02 1.21
O 4.392 5.487 -2.707 0.03 0.00 0.01 0.17
N 3.425 5.367 -2.006 -0.06 0.00 -0.04 -0.33
O 2.739 6.250 -1.537 -0.01 -0.02 0.02 0.12
C 3.034 3.977 -1.646 0.00 0.00 0.00 -0.03
C 4.023 3.064 -1.592 -0.02 0.02 0.01 0.11
C 3.745 1.718 -1.186 0.00 -0.03 -0.04 -0.08
C 4.732 0.717 -1.095 0.00 0.00 0.00 0.09
C 4.366 -0.547 -0.693 -0.02 -0.01 0.00 0.03
C 3.035 -0.808 -0.384 0.01 -0.01 0.00 -0.05
N 2.069 0.117 -0.464 -0.02 -0.03 -0.03 0.02
C 2.435 1.369 -0.870 0.02 0.05 0.02 -0.13
C 1.395 2.337 -0.967 0.00 0.05 0.02 -0.13
N 0.153 1.879 -0.664 0.03 0.01 0.03 0.01
C -0.872 2.721 -0.752 -0.01 0.00 -0.02 -0.07
C -0.710 4.046 -1.150 0.00 -0.01 0.01 0.03
C 0.546 4.522 -1.451 0.02 -0.01 0.00 0.09
C 1.659 3.655 -1.350 0.01 -0.02 -0.03 -0.02
H 5.033 3.358 -1.850 0.00 0.00 0.00 0.16
H 5.763 0.946 -1.340 0.00 0.00 0.00 0.16
H 5.093 -1.343 -0.613 0.00 0.00 0.00 0.14
H 2.746 -1.796 -0.063 0.00 -0.01 0.00 0.08
H -1.852 2.333 -0.503 0.01 0.02 0.00 0.12
H -1.575 4.691 -1.217 0.00 0.01 0.00 0.14
H 0.683 5.548 -1.758 0.01 0.02 0.00 0.14
O -1.493 -0.277 -0.923 -0.04 -0.21 -0.01 -0.60
S -2.849 -0.401 -1.793 0.09 0.08 0.06 1.22
C -2.750 -2.082 -2.519 -0.01 -0.01 -0.04 -0.25
C -1.488 -2.879 -2.205 -0.04 0.03 0.04 -0.21
C -1.627 -3.668 -0.904 -0.02 -0.05 0.03 -0.22
C -0.353 -4.402 -0.498 0.01 0.02 0.01 -0.25
S 0.823 -3.442 0.514 -0.02 0.01 0.04 1.20
O 0.290 -1.930 0.353 0.02 -0.06 -0.02 -0.59
C 0.495 -3.904 2.155 0.07 -0.02 0.01 -0.42
C 1.638 -4.168 2.916 -0.02 0.00 0.00 -0.06
C 1.481 -4.646 4.209 -0.03 -0.03 0.01 -0.02
C 0.205 -4.852 4.715 0.04 0.00 0.01 0.01
C -0.929 -4.582 3.946 -0.01 0.01 -0.04 -0.02
C -0.795 -4.110 2.656 -0.04 -0.01 0.01 -0.06
C -2.640 0.669 -3.140 -0.03 0.08 -0.05 -0.44
C -1.686 0.457 -4.141 0.03 -0.03 -0.03 -0.06
C -1.652 1.329 -5.211 0.00 -0.02 0.03 -0.02
C -2.569 2.381 -5.285 -0.02 0.02 0.01 0.01
C -3.515 2.580 -4.288 0.04 0.04 -0.02 -0.02
C -3.553 1.727 -3.196 -0.02 -0.05 0.03 -0.07
H -2.903 -1.928 -3.586 0.04 0.04 0.00 0.11
H -3.642 -2.574 -2.124 0.00 -0.01 -0.02 0.11
H -0.612 -2.229 -2.196 0.03 0.00 -0.01 0.10
H -1.335 -3.574 -3.034 -0.03 -0.01 0.00 0.15
H -2.393 -4.434 -1.045 0.00 0.01 0.01 0.15
H -1.982 -3.033 -0.088 0.01 0.02 -0.03 0.10
H 0.230 -4.726 -1.362 0.00 0.02 -0.02 0.12
H -0.554 -5.282 0.113 0.00 0.00 0.00 0.12
H 2.628 -4.044 2.496 0.00 0.02 0.00 0.12
H 2.351 -4.882 4.806 0.00 0.01 0.00 0.13
H 0.087 -5.249 5.716 -0.01 0.00 0.00 0.14
H -1.914 -4.771 4.352 0.00 0.00 0.00 0.13
H -1.675 -3.935 2.050 0.01 0.00 -0.01 0.12
H -0.998 -0.380 -4.100 -0.02 0.01 0.00 0.12
H -0.935 1.181 -6.007 0.01 0.00 0.00 0.13
H -2.547 3.043 -6.140 -0.01 -0.01 -0.01 0.14
H -4.230 3.388 -4.368 -0.01 -0.01 0.00 0.13
H -4.302 1.855 -2.423 -0.01 -0.01 -0.01 0.12
C 1.282 1.781 3.675 -0.02 -0.02 0.00 0.05
N -0.121 1.370 3.836 -0.03 0.00 0.02 -0.07
C -0.749 1.722 5.133 0.02 -0.01 -0.04 0.05
C -0.797 0.746 2.932 0.00 -0.02 -0.02 -0.34
C -2.219 0.352 3.131 -0.01 0.01 0.00 0.06
O -0.222 0.450 1.777 -0.03 0.01 0.02 -0.14
H 1.861 1.341 4.486 0.01 0.01 0.00 0.12
H 1.331 2.866 3.752 0.02 0.00 0.00 0.12
H 1.670 1.452 2.718 0.01 0.01 0.01 0.08
H -0.034 2.309 5.701 -0.01 0.01 0.01 0.11
H -0.990 0.817 5.687 0.00 0.01 0.01 0.12
H -1.646 2.314 4.966 0.00 0.00 0.02 0.12
H -2.346 -0.185 4.072 0.00 0.00 0.00 0.12
H -2.557 -0.274 2.311 0.01 0.00 0.00 0.10
H -2.848 1.244 3.184 -0.01 -0.01 0.01 0.13



2.
76
Properties=species:S:1:pos:R:3:forces:R:3:lowdin_charge:R:1 method="wB97M-V/def2-TZVPD" largest_force_ev_per_a=0.18 e_lumo_ha=0.08598 total_charge=-1 homo_lumo_gap_ev=6.154 e_above_lowest_ev=0.0000
Pd -0.232 -0.620 0.857 -0.03 -0.07 -0.05 0.27
O 2.292 2.395 6.471 -0.02 -0.03 -0.06 -0.10
C 1.829 1.848 5.498 0.01 0.02 0.06 -1.05
S 0.262 2.246 4.788 0.02 0.02 -0.01 0.93
C 0.309 1.080 3.476 0.01 -0.03 -0.02 -1.17
C 1.398 0.301 3.396 -0.04 -0.04 0.03 -1.17
S 1.671 -0.905 2.163 0.02 -0.05 0.09 0.53
S 2.639 0.546 4.616 0.00 -0.01 0.00 0.92
S -1.041 1.015 2.377 -0.05 0.04 -0.01 0.50
C -2.262 2.690 -0.293 0.04 0.08 0.10 -0.18
N -1.549 1.730 -1.143 -0.09 0.02 -0.08 -0.49
P -1.639 0.044 -0.770 0.00 -0.10 -0.03 0.87
C -3.430 -0.149 -0.488 0.00 -0.03 0.02 -0.35
C -3.825 -0.967 0.563 -0.02 -0.01 -0.02 -0.09
C -5.174 -1.175 0.825 0.00 0.01 0.00 -0.07
C -6.135 -0.545 0.051 0.01 0.00 0.00 -0.09
C -5.749 0.300 -0.985 0.02 0.00 0.00 -0.08
C -4.405 0.498 -1.252 0.00 -0.03 -0.03 -0.12
C -1.377 -0.674 -2.445 -0.08 0.01 -0.03 -0.34
C -2.412 -1.105 -3.272 0.09 -0.02 0.03 -0.08
C -2.146 -1.620 -4.535 -0.01 0.00 0.01 -0.09
C -0.840 -1.711 -4.990 0.00 0.00 -0.01 -0.10
C 0.202 -1.303 -4.168 0.00 0.01 0.04 -0.08
C -0.063 -0.802 -2.904 -0.05 -0.06 -0.07 -0.17
P -0.049 2.232 -1.818 0.13 0.11 -0.07 1.05
C 0.813 3.066 -0.440 -0.05 0.08 0.04 -0.37
C 1.677 2.258 0.297 0.00 0.04 -0.03 -0.13
C 2.307 2.744 1.435 0.01 0.01 -0.01 -0.09
C 2.086 4.052 1.837 -0.01 0.00 0.00 -0.08
C 1.237 4.873 1.102 0.00 -0.01 0.01 -0.08
C 0.602 4.382 -0.028 -0.02 0.00 0.02 -0.11
C -0.603 3.629 -2.864 0.10 0.03 0.00 -0.36
C -1.856 3.620 -3.471 -0.04 0.00 -0.03 -0.11
C -2.217 4.612 -4.373 0.00 -0.04 0.03 -0.09
C -1.325 5.624 -4.692 0.03 0.01 0.00 -0.11
C -0.065 5.635 -4.107 -0.02 0.00 -0.01 -0.09
C 0.293 4.645 -3.205 -0.02 -0.01 -0.01 -0.11
H -3.181 2.255 0.092 -0.01 0.01 0.01 0.07
H -2.523 3.566 -0.894 0.02 -0.04 0.05 0.08
H -1.659 2.999 0.562 -0.01 0.00 0.01 0.03
H -3.064 -1.423 1.183 0.02 -0.03 0.02 0.06
H -5.468 -1.818 1.645 0.00 0.01 -0.01 0.10
H -7.186 -0.697 0.260 0.00 0.00 0.00 0.10
H -6.498 0.810 -1.579 0.00 0.00 0.00 0.10
H -4.101 1.170 -2.046 0.01 -0.02 -0.02 0.10
H -3.436 -1.065 -2.934 -0.08 0.03 0.04 0.09
H -2.965 -1.956 -5.160 0.00 0.00 0.01 0.10
H -0.633 -2.112 -5.974 0.00 0.00 0.00 0.10
H 1.227 -1.389 -4.505 0.00 0.00 0.00 0.10
H 0.751 -0.518 -2.253 0.03 -0.04 -0.01 0.07
H 1.830 1.224 0.008 0.03 0.04 0.00 0.06
H 2.947 2.091 2.014 0.01 0.01 -0.03 0.09
H 2.561 4.429 2.735 0.00 0.00 0.00 0.10
H 1.056 5.892 1.423 0.00 0.00 0.00 0.10
H -0.071 5.024 -0.586 0.00 -0.02 0.04 0.10
H -2.550 2.823 -3.229 0.01 0.01 -0.01 0.09
H -3.200 4.591 -4.828 0.00 0.00 0.00 0.10
H -1.607 6.400 -5.394 0.00 0.00 0.00 0.09
H 0.640 6.419 -4.353 0.00 0.00 0.00 0.10
H 1.277 4.666 -2.750 0.00 0.00 -0.02 0.10
C -1.764 -3.980 1.419 0.00 -0.03 0.02 -0.20
Si -0.010 -3.944 0.734 -0.05 0.01 0.03 0.38
C 0.100 -5.354 -0.526 0.00 -0.01 0.00 -0.20
C 1.148 -4.391 2.141 0.03 0.00 0.01 -0.22
C 0.372 -2.353 -0.147 0.05 0.04 -0.04 -0.44
H -1.982 -4.957 1.863 0.00 0.03 -0.01 0.02
H -2.504 -3.796 0.636 0.00 0.02 -0.01 0.02
H -1.888 -3.221 2.196 0.00 0.01 -0.01 0.02
H -0.138 -6.320 -0.070 0.00 0.02 -0.01 0.02
H 1.108 -5.419 -0.944 -0.01 0.00 0.00 0.02
H -0.593 -5.192 -1.357 0.01 0.00 0.01 0.02
H 0.922 -5.404 2.492 0.01 0.02 0.00 0.02
H 1.048 -3.696 2.975 0.00 -0.01 -0.02 0.00
H 2.193 -4.366 1.823 -0.02 0.00 0.00 0.03
H -0.096 -2.438 -1.130 0.02 -0.01 0.04 -0.04
H 1.452 -2.287 -0.326 0.01 -0.02 -0.01 -0.01



3.
75
Properties=species:S:1:pos:R:3:forces:R:3:lowdin_charge:R:1 method="wB97M-V/def2-TZVPD" largest_force_ev_per_a=5.66 e_lumo_ha=0.04666 total_charge=-1 homo_lumo_gap_ev=4.118 e_above_lowest_ev=0.1946
Cd 0.036 -0.076 0.606 -0.78 -0.13 0.45 1.08
O -2.331 -5.769 2.665 -0.76 0.09 1.68 -0.01
C -2.088 -4.483 2.245 -0.24 1.61 0.61 -0.39
C -2.571 -3.332 2.852 -0.96 -5.58 0.10 -0.08
C -2.123 -2.050 2.414 0.20 2.67 -0.30 -0.47
N -1.620 -2.001 1.008 1.36 -0.25 -1.16 -0.10
C -1.149 -3.124 0.513 -1.09 -0.90 1.93 -0.77
Br -0.257 -3.072 -1.225 -0.04 0.17 0.30 0.69
C -1.287 -4.407 1.083 1.52 0.24 -2.31 -0.14
H -2.638 -5.711 3.611 0.40 -0.05 -1.48 0.11
H -3.392 -3.559 3.582 0.82 0.89 -0.41 0.11
H -1.301 -1.706 3.105 -0.63 0.29 -0.68 0.09
H -0.832 -5.277 0.549 -0.62 0.79 0.87 0.08
C 2.572 -2.189 -3.049 1.59 -0.01 -0.87 -0.09
C 3.440 -1.569 -2.007 0.00 1.54 2.19 -0.19
C 4.586 -2.211 -1.502 -1.19 -0.12 -1.44 -0.06
C 5.345 -1.742 -0.446 0.49 -1.31 -0.94 -0.11
C 5.042 -0.550 0.093 -0.89 1.90 -0.25 -0.05
C 3.910 0.202 -0.359 0.36 -0.81 0.53 -0.21
C 3.628 1.481 0.362 1.04 0.56 1.31 -0.06
C 3.029 -0.321 -1.326 1.83 -1.76 0.36 -0.19
N 1.714 0.202 -1.409 -0.11 0.33 -1.46 0.10
C 1.285 0.746 -2.498 0.99 -1.06 1.37 -0.27
C 2.129 1.043 -3.682 0.03 1.28 -0.96 -0.02
C -0.139 1.085 -2.566 -1.06 -0.84 1.35 -0.27
C -0.689 1.235 -3.951 -0.84 1.04 -0.09 0.00
N -0.836 1.072 -1.461 1.05 1.20 -2.49 0.10
C -2.149 1.604 -1.626 -2.16 -0.24 0.77 -0.22
C -2.401 2.998 -1.384 1.15 -0.41 -0.72 -0.20
C -1.218 3.961 -1.222 0.11 -0.01 0.53 -0.05
C -3.705 3.487 -1.470 0.63 -0.76 0.79 -0.06
C -4.730 2.567 -1.530 -1.20 -0.18 -0.48 -0.10
C -4.513 1.233 -1.844 0.55 -0.48 -0.38 -0.05
C -3.214 0.692 -1.934 0.53 1.87 1.05 -0.20
C -2.947 -0.770 -2.120 0.61 0.24 1.07 -0.06
H 2.665 -3.289 -3.006 -0.44 0.58 -0.09 0.09
H 2.926 -1.839 -4.049 -0.26 -0.39 0.44 0.09
H 1.585 -1.812 -2.921 -0.99 -0.25 -0.01 -0.01
H 4.884 -3.127 -2.010 -0.10 0.01 0.20 0.11
H 6.193 -2.360 -0.155 -0.10 0.35 0.25 0.11
H 5.704 -0.129 0.837 -0.23 0.18 0.23 0.11
H 4.500 2.205 0.326 -0.86 -0.84 -0.13 0.10
H 3.441 1.291 1.446 0.11 -0.01 -0.71 0.09
H 2.761 1.985 0.006 -0.68 0.44 -0.41 0.04
H 3.166 0.982 -3.443 0.81 -0.02 0.38 0.08
H 1.936 2.061 -4.112 0.12 -0.70 0.68 0.10
H 1.992 0.396 -4.537 -0.39 -0.53 -0.08 0.09
H -0.841 0.263 -4.452 0.28 0.20 0.36 0.11
H -0.059 1.879 -4.587 -0.37 -0.38 0.27 0.08
H -1.680 1.694 -3.829 0.26 -0.09 -0.49 0.09
H -0.481 3.638 -0.424 -1.01 0.28 -0.73 0.06
H -1.573 5.006 -1.008 0.32 -1.06 -0.13 0.08
H -0.666 3.979 -2.173 0.02 0.14 0.15 0.06
H -3.925 4.543 -1.381 0.16 0.00 0.22 0.10
H -5.761 2.882 -1.334 0.34 0.03 -0.45 0.10
H -5.363 0.596 -2.103 0.20 0.08 0.47 0.11
H -3.488 -1.309 -1.334 -0.01 -0.15 -0.32 0.09
H -1.885 -1.034 -1.956 -0.64 0.24 -0.20 -0.01
H -3.237 -1.092 -3.093 -0.36 -0.45 -0.76 0.07
S 1.221 -0.998 2.538 0.49 -0.60 -0.78 0.46
C 1.095 0.370 3.583 -0.28 0.52 0.79 -0.77
C 1.903 0.299 4.743 -0.15 -0.08 -0.77 -0.19
C 1.951 1.340 5.627 -0.67 0.45 0.70 -0.14
C 1.055 2.455 5.514 1.62 -0.67 -0.27 -0.12
C 0.259 2.533 4.383 0.32 -1.24 0.87 -0.18
C 0.233 1.489 3.418 1.32 0.30 1.18 -0.79
S -0.781 1.826 2.089 -0.75 -0.13 -1.74 0.44
H 2.514 -0.610 4.896 -0.30 0.69 -0.16 0.09
H 2.650 1.186 6.446 -0.24 0.56 0.21 0.08
H 1.173 3.269 6.234 -0.41 -0.22 -0.24 0.08
H -0.464 3.315 4.266 -0.08 0.50 -0.12 0.07
C -3.318 -1.079 2.384 0.30 1.47 0.02 -0.09
H -2.975 -0.005 2.467 -0.35 -1.06 -0.45 0.03
H -4.032 -1.220 3.190 0.02 -0.28 0.36 0.05
H -3.867 -1.263 1.439 0.32 0.28 0.44 0.07